1.
C19H26N2O3 in the gas phase, computed with the ωB97M-V functional and the def2-TZVPD basis.

Last column: Löwdin charge in e.
Cartesian coordinates (Å):
1 C -0.263 4.115 4.225  -0.06
2 C -0.063 2.727 3.637  -0.25
3 O -1.280 2.358 3.012  -0.04
4 C -1.338 1.299 2.157  -0.20
5 C -2.427 1.312 1.289  0.00
6 C -2.629 0.311 0.365  -0.07
7 C -1.741 -0.752 0.273  -0.23
8 C -1.996 -1.813 -0.770  -0.12
9 C -0.878 -2.831 -0.982  -0.17
10 N 0.334 -2.224 -1.484  0.08
11 C 0.903 -2.592 -2.650  -0.50
12 O 0.475 -3.485 -3.352  0.06
13 C 2.154 -1.796 -3.007  -0.08
14 C 1.787 -0.474 -3.700  -0.13
15 N 1.062 0.408 -2.830  -0.13
16 C 1.583 1.043 -1.744  -0.12
17 C 0.585 1.751 -1.131  -0.09
18 C -0.591 1.535 -1.875  -0.09
19 C -0.263 0.700 -2.907  -0.10
20 C -0.672 -0.788 1.155  0.02
21 C -0.453 0.210 2.100  -0.18
22 O 0.569 0.162 3.021  -0.08
23 C 1.663 -0.705 2.817  -0.23
24 C 2.549 -0.273 1.652  -0.05
25 H -1.080 4.098 4.941  0.08
26 H 0.645 4.439 4.727  0.07
27 H -0.508 4.824 3.438  0.08
28 H 0.750 2.740 2.900  0.12
29 H 0.194 2.012 4.426  0.12
30 H -3.105 2.147 1.361  0.12
31 H -3.480 0.358 -0.299  0.12
32 H -2.195 -1.311 -1.721  0.11
33 H -2.902 -2.360 -0.496  0.12
34 H -0.664 -3.363 -0.047  0.12
35 H -1.183 -3.567 -1.729  0.12
36 H 0.659 -1.399 -1.004  0.11
37 H 2.739 -1.593 -2.109  0.11
38 H 2.749 -2.398 -3.693  0.12
39 H 1.169 -0.685 -4.576  0.13
40 H 2.707 0.021 -4.033  0.13
41 H 2.627 0.967 -1.507  0.12
42 H 0.679 2.358 -0.253  0.10
43 H -1.556 1.950 -1.669  0.09
44 H -0.870 0.298 -3.695  0.12
45 H 0.000 -1.629 1.133  0.10
46 H 2.224 -0.647 3.754  0.13
47 H 1.327 -1.742 2.689  0.12
48 H 1.964 -0.195 0.738  0.04
49 H 2.984 0.702 1.858  0.08
50 H 3.349 -0.994 1.508  0.08

Calculated values
SMILES   CCOc1ccc(CCNC(=O)CCn2cccc2)cc1OCC
Energy relative to the best compared isomer or geometry (same formula, charge and spin)   2.0115 eV
Total energy   -1074.829415 Eh
M   330.4 u
Largest force on an atom   0.013 hartree/bohr
Orbital gap   8.647 eV
HOMO   -7.9 eV



2.
2 unconnected molecules or ions with the total composition C19H26N2O3S, computed with the ωB97M-V functional and the def2-TZVPD basis.

Last column: Löwdin charge in e.
Cartesian coordinates (Å):
1 C -3.901 -2.345 2.534  0.00
2 H -2.787 -2.455 2.833  0.12
3 H -4.249 -3.241 2.388  0.00
4 C -3.880 -1.752 1.032  -0.29
5 C -5.322 -1.765 0.333  -0.16
6 C -5.354 -0.999 -0.831  -0.26
7 C -4.690 0.312 -0.597  -0.28
8 N -3.290 0.260 -0.350  -0.20
9 S -2.328 1.617 -0.416  0.60
10 O -2.396 2.394 0.820  -0.33
11 O -2.519 2.371 -1.600  -0.27
12 C -0.773 0.911 -0.356  -0.24
13 C 0.255 0.967 0.621  -0.12
14 C 1.512 0.651 0.812  0.03
15 C 1.816 -0.379 -0.332  -0.16
16 C 0.812 -0.747 -1.060  -0.22
17 C -0.323 -0.288 -1.173  0.00
18 H -1.126 -0.423 -1.898  0.13
19 C 1.560 -1.648 -2.164  0.01
20 H 1.598 -1.288 -2.976  -0.01
21 H 0.745 -2.616 -2.301  0.20
22 C 2.651 -2.033 -1.252  -0.16
23 N 2.985 -0.981 -0.333  0.05
24 C 4.191 -0.960 0.308  -0.25
25 O 5.074 -1.680 -0.414  -0.03
26 C 4.664 0.183 1.024  -0.34
27 H 4.046 -0.136 1.971  0.19
28 C 6.132 0.536 1.169  -0.17
29 H 6.320 0.506 2.343  0.15
30 H 6.730 -0.465 0.846  0.15
31 C 6.016 1.766 0.309  -0.11
32 H 6.421 1.530 -0.754  0.14
33 H 6.428 2.593 0.854  0.09
34 C 4.451 1.413 0.327  -0.16
35 H 3.946 2.227 0.963  0.14
36 H 4.051 1.736 -0.599  0.11
37 H 2.738 -3.097 -1.087  0.14
38 H 3.627 -2.128 -1.815  0.14
39 H 2.149 0.877 1.581  0.06
40 H -0.181 2.003 1.569  0.21
41 C -3.202 -0.413 1.259  0.00
42 H -2.383 -0.335 1.672  0.01
43 H -3.920 0.276 1.829  0.15
44 H -4.530 0.778 -1.709  0.16
45 H -5.289 1.168 -0.184  0.15
46 H -4.587 -1.604 -1.593  0.19
47 H -6.224 -0.875 -1.231  0.06
48 H -5.677 -2.720 0.440  0.09
49 H -5.929 -0.895 1.063  0.19
50 H -3.475 -2.283 0.436  0.02
51 H -4.497 -1.678 3.090  0.07

Calculated values
Energy relative to the best compared isomer or geometry (same formula, charge and spin)   18.9140 eV
Total energy   -1472.382387 Eh
M   362.5 u
Largest force on an atom   0.319 hartree/bohr
Orbital gap   7.776 eV
HOMO   -8.3 eV



3.
A gas-phase ion, C19H26N3OS (charge +1), computed with the ωB97M-V functional and the def2-TZVPD basis.

Last column: Löwdin charge in e.
Cartesian coordinates (Å):
1 O 0.050 2.222 -3.333  0.16
2 C -0.421 1.011 -3.581  -0.28
3 C -0.439 0.447 -4.979  -0.11
4 N -0.546 -0.997 -4.912  -0.07
5 C 0.752 -1.681 -4.826  -0.21
6 C 1.430 -1.383 -3.530  -0.54
7 C 2.348 -0.415 -3.256  -0.14
8 C 2.727 -0.378 -1.895  -0.16
9 C 2.090 -1.317 -1.153  -0.38
10 S 1.024 -2.277 -2.098  1.06
11 N -0.930 0.268 -2.641  0.17
12 C -1.045 0.425 -1.267  -0.24
13 C -1.598 -0.638 -0.543  -0.03
14 C -1.706 -0.582 0.820  0.00
15 C -1.275 0.550 1.552  -0.20
16 N -1.406 0.613 2.894  -0.09
17 C -1.749 -0.553 3.680  -0.15
18 C -0.595 -1.566 3.790  -0.17
19 C 0.791 -0.915 3.769  -0.19
20 C 0.939 0.304 4.685  -0.19
21 C 0.573 1.620 3.995  -0.17
22 C -0.919 1.735 3.668  -0.16
23 C -0.726 1.613 0.798  0.00
24 C -0.614 1.556 -0.568  0.00
25 H 0.385 2.666 -4.126  0.15
26 H -1.312 0.854 -5.502  0.15
27 H 0.461 0.789 -5.519  0.14
28 H -1.060 -1.362 -5.705  0.13
29 H 1.416 -1.388 -5.653  0.13
30 H 0.554 -2.751 -4.901  0.12
31 H 2.766 0.240 -4.001  0.12
32 H 3.446 0.313 -1.495  0.11
33 H 2.188 -1.520 -0.106  0.07
34 H -1.221 -0.648 -3.010  0.15
35 H -1.935 -1.519 -1.069  0.11
36 H -2.134 -1.428 1.327  0.10
37 H -2.013 -0.202 4.678  0.12
38 H -2.640 -1.036 3.271  0.12
39 H -0.724 -2.120 4.720  0.12
40 H -0.643 -2.285 2.970  0.10
41 H 1.513 -1.677 4.067  0.11
42 H 1.039 -0.620 2.746  0.10
43 H 0.336 0.171 5.584  0.12
44 H 1.980 0.377 5.002  0.11
45 H 0.842 2.455 4.644  0.12
46 H 1.157 1.709 3.076  0.11
47 H -1.121 2.668 3.140  0.12
48 H -1.488 1.766 4.600  0.13
49 H -0.367 2.500 1.289  0.10
50 H -0.182 2.388 -1.096  0.11

Calculated values
Charge   +1
SMILES   O/C(CNCc1cccs1)=[NH+]\c1ccc(N2CCCCCC2)cc1
Energy relative to the best compared isomer or geometry (same formula, charge and spin)   0.0000 eV
Total energy   -1377.083383 Eh
M   344.5 u
Largest force on an atom   0.029 hartree/bohr
Orbital gap   7.302 eV
HOMO   -10.2 eV



4.
C19H26N4O3 in the gas phase, computed with the ωB97M-V functional and the def2-TZVPD basis.

Last column: Löwdin charge in e.
Cartesian coordinates (Å):
1 C -6.316 -2.076 -0.411  -0.08
2 C -6.071 -1.286 0.880  -0.24
3 N -5.647 0.095 0.751  -0.20
4 C -6.459 0.939 -0.103  -0.27
5 C -7.882 1.080 0.432  -0.08
6 C -4.231 0.331 0.672  -0.18
7 C -3.531 -0.020 -0.664  -0.15
8 N -2.152 0.389 -0.639  0.08
9 C -1.122 -0.452 -0.539  -0.40
10 O -1.175 -1.673 -0.555  0.06
11 C 0.216 0.284 -0.409  -0.37
12 O 0.271 1.502 -0.375  0.07
13 N 1.223 -0.603 -0.339  0.14
14 C 2.597 -0.406 -0.194  -0.20
15 C 3.140 0.876 -0.105  0.05
16 C 4.506 1.055 0.049  -0.14
17 C 5.282 -0.089 0.106  -0.14
18 C 4.765 -1.379 0.001  -0.14
19 C 3.409 -1.548 -0.148  0.04
20 C 5.920 -2.327 0.077  0.00
21 C 7.130 -1.401 0.234  -0.42
22 O 8.293 -1.715 0.328  0.08
23 N 6.654 -0.121 0.249  0.02
24 C 7.392 1.109 0.393  -0.12
25 C 6.657 2.223 -0.356  -0.16
26 C 5.215 2.375 0.142  -0.13
27 H -7.127 -1.640 -0.989  0.06
28 H -5.428 -2.115 -1.034  0.06
29 H -6.597 -3.094 -0.152  0.07
30 H -5.312 -1.801 1.472  0.12
31 H -6.997 -1.288 1.464  0.11
32 H -5.993 1.928 -0.111  0.12
33 H -6.498 0.582 -1.145  0.11
34 H -7.854 1.356 1.483  0.08
35 H -8.406 1.856 -0.121  0.07
36 H -8.438 0.153 0.329  0.06
37 H -4.062 1.397 0.869  0.12
38 H -3.746 -0.236 1.471  0.12
39 H -3.529 -1.100 -0.823  0.11
40 H -4.042 0.474 -1.495  0.12
41 H -1.922 1.374 -0.570  0.14
42 H 0.898 -1.568 -0.390  0.14
43 H 2.483 1.728 -0.158  0.11
44 H 2.967 -2.529 -0.231  0.12
45 H 6.032 -2.938 -0.820  0.14
46 H 5.862 -3.006 0.930  0.14
47 H 8.399 0.956 -0.003  0.13
48 H 7.476 1.363 1.458  0.14
49 H 7.200 3.159 -0.225  0.11
50 H 6.642 1.983 -1.421  0.12
51 H 4.689 3.129 -0.446  0.12
52 H 5.218 2.713 1.183  0.12

Calculated values
SMILES   CCN(CC)CCNC(=O)C(=O)Nc1cc2c3c(c1)CC(=O)N3CCC2
Energy relative to the best compared isomer or geometry (same formula, charge and spin)   0.5759 eV
Total energy   -1184.430170 Eh
M   358.4 u
Largest force on an atom   0.017 hartree/bohr
Orbital gap   8.462 eV
HOMO   -7.8 eV